Entry 1:
Below is a structure of composition C47H47AsCl4N5O4P2S3W, with properties calculated with wB97M-V/def2-TZVPD.

The geometry in XYZ format:
```
114
Properties=species:S:1:pos:R:3:lowdin_charge:R:1
W 1.1746 1.3032 0.0236 1.17
N 8.2492 -3.5833 0.9180 0.12
C 6.9590 -3.1343 0.8925 -0.31
C 6.5198 -2.1628 1.7986 -0.02
C 5.2299 -1.6785 1.7322 -0.08
C 4.3393 -2.1546 0.7722 -0.30
C 4.7584 -3.1481 -0.1097 -0.05
C 6.0507 -3.6247 -0.0543 -0.02
S 2.7099 -1.4718 0.7747 0.64
O 2.7887 -0.3735 1.7206 -0.40
O 1.7805 -2.5274 1.0413 -0.26
N 2.3005 -0.6642 -0.6376 -0.22
C 1.6645 -1.5190 -1.5551 -0.47
N 2.1536 -2.7566 -1.6741 0.11
C 1.5590 -3.5775 -2.5176 -0.09
C 0.4876 -3.1831 -3.3047 -0.02
C 0.1066 -1.8664 -3.1714 -0.09
N 0.6781 -1.0269 -2.3014 0.10
H 8.8419 -3.3585 1.6954 0.10
H 8.5099 -4.3787 0.3655 0.10
H 7.1960 -1.7935 2.5595 0.12
H 4.8989 -0.9341 2.4422 0.11
H 4.0645 -3.5409 -0.8319 0.09
H 6.3676 -4.3992 -0.7416 0.11
H 1.9681 -4.5805 -2.5842 0.12
H -0.0027 -3.8536 -3.9934 0.11
H -0.6854 -1.4612 -3.7865 0.08
Cl -0.3664 -0.0755 6.5139 0.70
C -0.2525 -0.1471 4.8008 -0.69
C -0.8091 -1.2319 4.1046 -0.68
Cl -1.5886 -2.4933 4.9701 0.71
C -0.7336 -1.3019 2.7160 -0.59
Cl -1.3681 -2.6254 1.8300 0.78
C -0.0904 -0.2681 2.0471 -0.38
O 0.1179 -0.1942 0.7255 -0.34
C 0.4841 0.7870 2.7336 -0.38
O 1.1169 1.6731 1.9532 -0.36
C 0.4018 0.8706 4.1167 -0.61
Cl 1.1188 2.2161 4.9094 0.75
C -6.2013 3.2648 -2.6881 -0.41
S -5.0192 3.5358 -4.0236 0.81
C -3.9814 4.8438 -3.2978 -0.48
C -2.6053 4.3419 -2.8673 -0.26
C -2.7315 3.3172 -1.7574 -0.26
N -1.4502 2.7713 -1.2740 -0.42
P -1.2628 2.3629 0.3908 0.91
C -2.7969 1.4174 0.7270 -0.30
C -2.8624 0.0507 0.4634 -0.14
C -4.0407 -0.6515 0.6712 -0.07
C -5.1695 0.0004 1.1418 -0.06
C -5.1186 1.3613 1.4057 -0.06
C -3.9407 2.0627 1.2076 -0.09
C -1.4484 3.8346 1.3858 -0.39
C -1.3271 5.1186 0.8609 -0.11
C -1.3882 6.2172 1.7037 -0.06
C -1.5408 6.0348 3.0704 -0.06
C -1.6468 4.7556 3.6005 -0.06
C -1.6048 3.6555 2.7616 -0.09
P -0.4037 1.7115 -2.0690 0.93
C 0.8976 2.4872 -3.1037 -0.42
C 2.1131 1.7960 -3.1630 -0.15
C 3.1998 2.3408 -3.8314 -0.07
C 3.0862 3.5879 -4.4303 -0.07
C 1.8860 4.2817 -4.3652 -0.05
C 0.7911 3.7343 -3.7099 -0.08
C -1.4039 0.8389 -3.2981 -0.34
C -0.9787 0.7849 -4.6246 -0.08
C -1.7373 0.1075 -5.5703 -0.06
C -2.9097 -0.5282 -5.1989 -0.06
C -3.3342 -0.4880 -3.8771 -0.05
C -2.5818 0.1861 -2.9310 -0.09
H -6.9076 2.5138 -3.0379 0.03
H -6.7521 4.1765 -2.4634 0.04
H -5.7186 2.8911 -1.7840 0.02
H -4.5161 5.2677 -2.4461 0.08
H -3.8817 5.6305 -4.0438 0.07
H -1.9874 5.1822 -2.5348 0.11
H -2.1163 3.8885 -3.7344 0.09
H -3.3753 2.5057 -2.1041 0.08
H -3.2243 3.7678 -0.8925 0.11
H -1.9904 -0.4816 0.1083 0.08
H -4.0650 -1.7162 0.4814 0.10
H -6.0830 -0.5526 1.3159 0.11
H -5.9948 1.8783 1.7740 0.11
H -3.9145 3.1208 1.4332 0.10
H -1.1776 5.2543 -0.2028 0.09
H -1.3067 7.2153 1.2947 0.11
H -1.5726 6.8937 3.7273 0.11
H -1.7561 4.6130 4.6669 0.11
H -1.6933 2.6583 3.1790 0.11
H 2.1975 0.7956 -2.7572 0.07
H 4.1271 1.7853 -3.8879 0.11
H 3.9283 4.0183 -4.9557 0.11
H 1.8002 5.2550 -4.8293 0.11
H -0.1293 4.2978 -3.6588 0.08
H -0.0636 1.2703 -4.9320 0.11
H -1.4057 0.0798 -6.5995 0.11
H -3.4988 -1.0512 -5.9405 0.11
H -4.2514 -0.9806 -3.5830 0.12
H -2.9279 0.2182 -1.9118 0.08
C 4.1526 2.2486 2.1571 -0.25
As 3.7556 1.9241 0.2891 0.99
C 4.3993 3.6311 -0.3747 -0.32
C 5.1948 0.8358 -0.4363 -0.24
S 1.3519 3.4545 -0.1810 0.39
H 5.2328 2.3805 2.2367 0.05
H 3.8092 1.4375 2.7884 0.02
H 3.6451 3.1693 2.4439 0.04
H 5.4595 3.6528 -0.1158 0.05
H 3.8817 4.4541 0.1097 0.01
H 4.2762 3.7195 -1.4520 0.02
H 5.9967 0.7911 0.2990 0.04
H 5.5500 1.3482 -1.3310 0.03
H 4.8867 -0.1657 -0.7004 0.00
```

Properties
- ΔE to the lowest compared entry with this formula, charge and spin (kcal/mol) = 61.7
- total charge = +1
- DFT total energy (eV) = -228976.406
- Kohn-Sham gap (alpha / beta) (eV) = 6.25 / 6.25
- M (g/mol) = 1304.647
- LUMO (alpha / beta) (eV) = -3.7 / -3.7

Entry 2:
Below is a structure of composition C18H14CeF6O7PS2Sb, with properties calculated with wB97M-V/def2-TZVPD.

The geometry in XYZ format:
```
50
Properties=species:S:1:pos:R:3:lowdin_charge:R:1
Ce 1.8447 -1.5590 0.8325 1.01
O -0.5548 -4.1255 -0.8694 -0.21
S -0.3122 -2.8875 -0.2007 0.59
O 0.6281 -1.9734 -0.9206 -0.39
O 0.2114 -2.9809 1.1704 -0.32
C -1.8703 -2.0118 -0.0333 -0.23
C -3.0325 -2.7567 -0.1030 -0.03
C -4.2509 -2.1724 0.2148 -0.05
C -4.2954 -0.8407 0.5922 -0.05
C -3.1304 -0.0913 0.6468 -0.04
C -1.8997 -0.6678 0.3325 -0.26
P -0.3421 0.2578 0.5004 1.06
C -0.7694 1.9588 0.9638 -0.28
C -1.4894 2.7017 0.0268 -0.09
C -1.8181 4.0204 0.2861 -0.07
C -1.4068 4.6144 1.4705 -0.07
C -0.6879 3.8801 2.3992 -0.06
C -0.3690 2.5531 2.1531 -0.05
C 0.1772 0.5789 -1.3049 -0.32
C -0.5971 0.3100 -2.4264 -0.09
C -0.0386 0.4502 -3.6877 -0.07
C 1.2912 0.8084 -3.8281 -0.08
C 2.0660 1.0849 -2.7103 -0.07
C 1.5094 0.9799 -1.4447 -0.11
H -2.9613 -3.7949 -0.3864 0.12
H -5.1544 -2.7598 0.1888 0.11
H -5.2380 -0.3853 0.8583 0.11
H -3.1687 0.9413 0.9574 0.11
H -1.7946 2.2385 -0.8995 0.10
H -2.3892 4.5864 -0.4338 0.11
H -1.6467 5.6480 1.6664 0.10
H -0.3687 4.3401 3.3217 0.11
H 0.1866 1.9796 2.8762 0.07
H -1.6240 -0.0095 -2.3148 0.11
H -0.6407 0.2620 -4.5653 0.11
H 1.7303 0.8610 -4.8115 0.10
H 3.1039 1.3596 -2.8295 0.11
H 2.0874 1.2210 -0.5415 0.11
F 2.8140 -3.5182 -0.0077 -0.33
Sb 4.5564 -2.5598 -0.2748 1.63
F 4.0636 -1.9358 1.5622 -0.33
F 3.3716 -0.9832 -0.7642 -0.34
F 6.0495 -1.3780 -0.2271 -0.31
F 4.6941 -2.9317 -2.1379 -0.30
F 5.5026 -4.0909 0.3355 -0.31
O 1.9397 0.3995 1.7924 -0.41
S 1.2352 -0.2247 2.9733 0.39
O 1.2152 0.5655 4.1501 -0.20
O 1.7819 -1.5666 3.0740 -0.31
O -0.2067 -0.3949 2.3793 -0.39
```

Properties
- ΔE to the lowest compared entry with this formula, charge and spin (kcal/mol) = 17.4
- DFT total energy (eV) = -99960.415
- Kohn-Sham gap (eV) = 5.98
- M (g/mol) = 813.275
- LUMO (eV) = -2.2

Entry 3:
Below is a cluster of 2 separate species, C2H5ISi in total, with properties calculated with wB97M-V/def2-TZVPD.

The geometry in XYZ format:
```
9
Properties=species:S:1:pos:R:3:nbo_charge:R:1
C -0.6818 0.3161 -0.4187 -0.84
C -0.3572 0.4142 1.0801 -0.85
Si 0.6325 -0.8401 0.1326 0.94
I 3.0786 -0.4284 0.2530 -0.21
H -1.6940 -0.0927 -0.6581 0.25
H -0.3619 1.2056 -0.8623 0.24
H 0.0468 1.2665 1.5592 0.24
H -1.2053 0.1709 1.6167 0.23
H 0.5422 -2.0120 -2.7026 0.01
```

Properties
- ΔE to the lowest compared entry with this formula, charge and spin (kcal/mol) = 98.4
- DFT total energy (eV) = -18128.640
- Kohn-Sham gap (alpha / beta) (eV) = 7.80 / 7.20
- M (g/mol) = 184.052
- LUMO (alpha / beta) (eV) = -0.5 / -1.8

Entry 4:
Below is a structure of composition C3H8N3S, with properties calculated with wB97M-V/def2-TZVPD.

The geometry in XYZ format:
```
15
Properties=species:S:1:pos:R:3:nbo_charge:R:1
C 0.8010 -1.1407 -0.0720 -0.14
C 0.6382 1.3135 0.0771 -0.72
C 1.6874 -0.0547 0.1353 0.38
N -0.4658 -0.9309 -0.3110 -0.44
N 2.9408 0.0499 0.5728 -0.70
N -2.9981 -0.2010 0.5693 -1.08
S -0.9429 0.5625 -0.2401 0.85
H 1.0047 -2.1415 0.0178 0.23
H 0.8704 1.7447 1.1056 0.29
H 1.1332 1.9877 -0.6767 0.29
H 3.5780 -0.7823 0.6778 0.44
H 3.4260 0.8984 0.4982 0.42
H -3.5652 -0.9936 0.3661 0.39
H -3.4841 0.7016 0.3283 0.40
H -2.8462 -0.5259 1.4844 0.39
```

Properties
- ΔE to the lowest compared entry with this formula, charge and spin (kcal/mol) = 58.4
- total charge = +1
- DFT total energy (eV) = -18536.973
- Kohn-Sham gap (alpha / beta) (eV) = 7.34 / 7.34
- M (g/mol) = 118.185
- LUMO (alpha / beta) (eV) = -5.4 / -5.4

Entry 5:
Below is a cluster of 10 separate species, C36H61NO27 in total, with properties calculated with wB97M-V/def2-TZVPD.

The geometry in XYZ format:
```
125
Properties=species:S:1:pos:R:3:lowdin_charge:R:1
C -1.9093 2.8537 -3.3924 0.02
C -1.6493 2.3617 -1.9414 -0.25
C -2.3923 2.9657 -0.6824 -0.07
O -2.6963 1.8357 0.1216 0.05
C -2.7093 0.7337 -0.6654 -0.50
O -3.0443 -0.4103 -0.3814 0.14
O -2.0743 1.0137 -1.8184 0.05
H -2.8693 2.5367 -3.6724 0.08
H -1.1863 2.4407 -4.0354 0.03
H -1.7543 3.9447 -3.4184 0.09
H -0.5533 2.4197 -1.7924 0.14
H -3.3073 3.5017 -1.0064 0.14
H -1.7363 3.6737 -0.1714 0.11
C -5.1673 -5.8503 -0.1714 0.01
C -3.6453 -5.6223 0.1466 -0.32
C -2.6563 -5.8633 -1.0174 -0.09
O -1.6613 -4.9793 -0.6724 0.07
C -2.1233 -4.0953 0.1346 -0.53
O -1.4213 -3.1453 0.5946 0.08
O -3.3973 -4.2973 0.3696 0.09
H -5.3763 -6.9333 -0.3814 0.10
H -5.4523 -5.3743 -1.0654 0.07
H -5.7463 -5.5803 0.7176 0.06
H -3.3463 -6.2093 1.0176 0.16
H -3.0483 -5.4813 -1.9654 0.14
H -2.2353 -6.9053 -0.9254 0.17
C 1.5767 7.4667 -3.2524 -0.01
C 1.0857 6.2747 -2.4404 -0.38
C 1.3267 6.3587 -0.9384 -0.07
O 0.0297 6.4197 -0.4054 0.08
C -0.8553 6.1047 -1.3604 -0.49
O -2.0813 5.9357 -1.2084 0.10
O -0.2263 5.9717 -2.5374 0.11
H 0.9637 8.3547 -2.9654 0.10
H 1.3157 7.4247 -4.3144 0.09
H 2.6347 7.6957 -3.1014 0.09
H 1.6467 5.4497 -2.8314 0.13
H 1.9047 7.2727 -0.7014 0.15
H 1.7757 5.3967 -0.6434 0.12
C 3.3417 0.0167 3.5386 -0.01
C 3.7847 1.2017 4.3896 -0.29
C 5.2417 1.4677 4.3416 -0.08
O 5.3237 2.6037 3.4676 0.12
C 4.1387 3.0817 3.2596 -0.66
O 3.8927 4.1397 2.7306 0.12
O 3.1987 2.3977 3.8226 0.11
H 3.7867 -0.9223 3.8256 0.08
H 3.5597 0.2377 2.4846 0.11
H 2.2637 -0.0033 3.6426 0.05
H 3.4517 1.0317 5.4116 0.16
H 5.8177 0.5617 4.1146 0.15
H 5.5457 1.6827 5.3666 0.13
C -0.3743 -1.2283 5.3136 -0.01
C -0.1473 -2.5993 4.7266 -0.32
C -0.4423 -2.6123 3.2186 -0.08
O 0.7527 -3.1033 2.6406 0.06
C 1.6927 -3.0943 3.5546 -0.54
O 2.8737 -3.3173 3.3076 0.10
O 1.2067 -2.8173 4.8056 0.09
H -0.1883 -1.2123 6.3436 0.06
H -1.4093 -0.8893 5.1896 0.08
H 0.2217 -0.4223 4.8246 0.09
H -0.6963 -3.2883 5.3236 0.15
H -0.5313 -1.6343 2.8516 0.09
H -1.2833 -3.2023 3.0266 0.10
C 3.4007 -4.3893 -4.1894 -0.06
O 2.8187 -4.8853 -3.0544 0.04
C 2.6357 -4.1513 -2.0404 -0.50
O 2.8447 -2.7033 -2.0174 -0.12
O 2.1477 -4.7783 -1.0544 0.04
C 1.5207 -3.9873 0.0036 0.00
H 4.1677 -3.6473 -3.9064 0.11
H 2.6677 -3.9463 -4.8974 0.11
H 3.9087 -5.1873 -4.6934 0.09
H 0.7967 -3.2793 -0.4564 0.08
H 2.3297 -3.4183 0.5586 0.12
H 1.0137 -4.6933 0.6426 0.09
C 3.1207 2.7697 -0.6184 -0.04
O 2.3027 3.0967 -1.6944 -0.01
C 2.0887 2.2377 -2.6394 -0.46
O 2.5667 0.9127 -2.5544 -0.05
O 1.5117 2.7657 -3.7094 -0.02
C 1.6147 2.0937 -5.0474 0.03
H 4.1497 2.9137 -0.9474 0.11
H 2.9877 1.7617 -0.2754 0.09
H 2.9107 3.5497 0.1546 0.10
H 0.5717 1.9537 -5.4184 0.09
H 2.2257 1.2467 -5.0184 0.07
H 2.1107 2.8237 -5.7104 0.10
C 0.3207 3.9647 2.1376 0.01
O 0.5037 3.0327 1.0526 0.00
C 0.5657 1.7477 1.3306 -0.40
O 0.4397 1.2407 2.6546 -0.06
O 0.8567 1.0167 0.2606 -0.01
C 0.7867 -0.3613 0.4336 -0.04
H -0.5913 3.9077 2.5936 0.07
H 0.3807 4.9527 1.6866 0.09
H 1.0867 3.9357 2.8806 0.08
H -0.2683 -0.6943 0.6446 0.11
H 1.3077 -0.7453 1.3206 0.09
H 1.1907 -0.8863 -0.4364 0.09
C -2.9353 0.4667 2.9736 -0.13
O -4.0913 -0.0613 2.5416 0.00
C -4.3023 -1.3993 2.8026 -0.25
O -3.5313 -2.1343 3.7526 -0.07
O -5.4203 -1.9883 2.1726 -0.03
C -5.6933 -3.3483 2.4036 -0.07
H -2.0273 -0.0403 2.6236 0.09
H -2.9003 0.7127 4.0316 0.10
H -2.9013 1.4757 2.5086 0.10
H -5.9473 -3.5713 3.4606 0.11
H -4.7843 -3.8873 2.0756 0.08
H -6.5233 -3.6063 1.7946 0.08
C -0.6043 -0.5613 -4.7724 -0.10
C 0.0617 -1.0133 -3.5434 -0.26
C -0.8963 -1.6953 -2.6164 -0.17
C -0.9793 -3.0513 -3.1084 -0.21
N -1.0733 -4.1433 -3.4764 0.17
H 0.1357 -0.3413 -5.5744 0.09
H -1.2373 0.3007 -4.6944 0.06
H -1.2673 -1.2733 -5.1834 0.07
H 0.4437 -0.1523 -3.0144 0.09
H 0.9437 -1.5793 -3.7354 0.10
H -1.8733 -1.3193 -2.5794 0.09
H -0.5523 -1.6903 -1.5674 0.10
```

Properties
- ΔE to the lowest compared entry with this formula, charge and spin (kcal/mol) = 7.6
- SMILES = C[C@H]1COC(=O)O1.C[C@H]1COC(=O)O1.C[C@H]1COC(=O)O1.C[C@H]1COC(=O)O1.C[C@H]1COC(=O)O1.COC(=O)OC.COC(=O)OC.COC(=O)OC.COC(=O)OC.CCCC#N
- DFT total energy (eV) = -95087.462
- Kohn-Sham gap (eV) = 9.64
- M (g/mol) = 939.864
- LUMO (eV) = 0.5